No. 1
ORCA calculation (ωB97M-V with the def2-TZVPD basis set) on 2 unconnected molecules or ions with the total composition C6H8NOS2 at a distorted geometry.

```
18
Properties=species:S:1:pos:R:3:mulliken_charge:R:1
C 1.9096 0.5245 -0.4098 -0.91
C 0.9101 0.1743 -1.1908 -0.46
C 1.6351 0.8515 0.9748 -0.34
C 0.1841 0.8302 1.4199 0.00
C -0.5070 0.2374 -0.8579 0.92
C -0.8818 0.6899 0.4792 -0.05
N -1.4340 -0.1568 -1.6846 -0.32
O -1.2086 -1.7859 0.3658 -0.45
S 1.0758 -0.6876 1.8933 0.07
S -2.3787 1.3376 0.7392 -0.19
H 2.8872 0.2112 -0.6499 0.43
H 1.1362 0.0446 -2.2797 0.27
H 2.2757 1.5381 1.5131 0.53
H -0.1221 1.3776 2.3961 0.52
H -1.5991 -2.7080 0.3939 0.30
H -1.1205 -0.5268 -2.5942 0.26
H -2.3968 -0.0251 -1.3624 0.19
H -0.3651 -1.9267 0.8542 0.23
```

Calculated values
Kohn-Sham gap (alpha / beta) in Eh: 0.252 / 0.145
2S+1: 3
Charge: +1

=====

No. 2
ORCA calculation (ωB97M-V with the def2-TZVPD basis set) on 2 unconnected molecules or ions with the total composition C6H8NS at a distorted geometry.

```
16
Properties=species:S:1:pos:R:3:mulliken_charge:R:1
C 2.3865 1.0632 0.0346 -0.35
C 1.0041 1.2969 -0.1022 -0.60
C 2.7097 -0.2561 0.1948 -0.56
C 0.2813 0.1631 -0.0883 0.12
C -2.2696 -0.1660 0.6471 -0.40
C -1.0961 0.0031 -0.2726 0.25
N -1.7467 -1.3245 -0.1624 -0.23
S 1.3370 -1.2405 0.1807 -0.18
H 3.1003 1.7700 -0.1219 0.46
H 0.6223 2.2263 -0.3485 0.50
H 3.6426 -0.6356 0.1589 0.51
H -1.9530 -0.3575 1.6751 0.28
H -3.1282 0.3563 0.4565 0.33
H -1.3707 0.8451 -1.7740 0.29
H -1.1181 -1.9238 0.3444 0.27
H -2.4012 -1.8201 -0.8223 0.31
```

Calculated values
ΔE to the lowest compared entry with this formula, charge and spin in kcal per mole: 76.07
Kohn-Sham gap in Eh: 0.303
Charge: +1

=====

No. 3
ORCA calculation (ωB97M-V with the def2-TZVPD basis set) on a gas-phase ion, C6H8NS (charge +1) at a distorted geometry.

```
16
Properties=species:S:1:pos:R:3:mulliken_charge:R:1
C 1.2226 -0.7061 -0.2506 -0.59
C -0.4655 0.9106 -0.2661 -0.81
C -1.2418 0.5974 2.0362 -0.19
C 0.4024 0.0148 -1.2812 0.67
C 0.5707 -0.5447 1.0233 -0.31
C -0.2533 -0.8227 -2.2746 -0.41
N -0.3839 0.3313 1.0888 0.13
S -0.7051 -1.7951 -3.3477 -0.33
H 1.1886 -1.7725 -0.5555 0.38
H 2.2875 -0.2931 -0.3567 0.29
H -0.1495 1.9333 -0.2189 0.44
H -1.4131 0.8709 -0.8282 0.41
H -1.3315 -0.1316 2.8730 0.27
H -1.7674 1.5179 2.1964 0.31
H 1.0258 0.8379 -1.7530 0.29
H 1.0134 -0.9483 1.9149 0.45
```

Calculated values
ΔE to the lowest compared entry with this formula, charge and spin in kcal per mole: 0.00
Kohn-Sham gap (alpha / beta) in Eh: 0.215 / 0.309
2S+1: 3
Charge: +1

=====

No. 4
ORCA calculation (ωB97M-V with the def2-TZVPD basis set) on a molecular structure, C6H8NS2 at a distorted geometry.

```
17
Properties=species:S:1:pos:R:3:mulliken_charge:R:1
C 0.6575 1.3367 -1.6825 -0.74
C 0.6318 1.7557 -0.4427 -0.53
C 0.2371 -0.0515 -2.0148 -0.30
C 0.1285 1.0019 0.7007 0.22
C -0.1129 -0.9376 -0.8446 -0.58
C -0.1116 -0.4092 0.4670 -0.37
N -0.4753 -1.2704 1.6586 -0.15
S -1.6138 -0.4080 -1.8853 0.00
S 1.8943 0.4984 1.4295 -0.12
H 1.1895 1.7971 -2.4874 0.43
H 0.9659 2.7456 -0.1607 0.41
H 0.7694 -0.7116 -2.6335 0.51
H -0.3845 1.5522 1.5319 0.44
H 0.2033 -1.9217 -1.0880 0.60
H -1.4039 -1.3540 1.9452 0.35
H 0.1424 -1.0778 2.4590 0.41
H -0.2398 -2.2685 1.3002 0.42
```

Calculated values
ΔE to the lowest compared entry with this formula, charge and spin in kcal per mole: 65.85
Kohn-Sham gap in Eh: 0.252
Charge: +1

=====

No. 5
ORCA calculation (ωB97M-V with the def2-TZVPD basis set) on C6H8O2 in the gas phase at a distorted geometry.

```
16
Properties=species:S:1:pos:R:3:mulliken_charge:R:1
C -2.2312 -0.9446 -0.0942 -0.95
C -1.2578 0.0935 -0.0269 0.17
C -1.7830 1.7013 -0.1880 -1.01
C 0.0553 -0.2263 0.7210 0.45
C 0.4415 -1.5658 0.1787 -0.56
O 1.6265 -0.8591 -0.5754 -0.35
C 1.3314 0.3638 -0.0040 0.50
O 2.1988 1.4027 0.0054 -0.61
H -3.0010 -0.7155 -0.7147 0.34
H -2.4274 -2.1795 0.1555 0.26
H -2.4405 1.7152 -1.0427 0.40
H -0.6416 2.2678 -0.0597 0.27
H -2.4833 2.1110 0.8207 0.23
H -0.0270 0.2015 1.8069 0.31
H 1.2659 -2.2451 0.6795 0.22
H -0.1850 -2.0345 -0.6052 0.34
```

Calculated values
ΔE to the lowest compared entry with this formula, charge and spin in kcal per mole: 145.73
SMILES: C=C(C)[C@H]1COC1=O
Kohn-Sham gap in Eh: 0.363

=====

No. 6
ORCA calculation (ωB97M-V with the def2-TZVPD basis set) on 2 unconnected molecules or ions with the total composition C6H8O2 at a distorted geometry.

```
16
Properties=species:S:1:pos:R:3:mulliken_charge:R:1
C 1.5850 -0.4271 1.5984 -0.88
C 0.7020 0.1294 0.7732 -0.03
C 0.0267 0.7955 -0.0712 0.88
C -0.0631 0.2320 -1.5229 -1.13
C -1.0967 1.8970 0.0195 -1.22
H 2.6511 -0.2035 1.7464 0.25
H 1.3373 -1.2348 2.3451 0.25
H 0.8463 -0.2659 -1.9381 0.30
H -0.2829 1.1700 -2.0441 0.43
H -0.9439 -0.5301 -1.6643 0.18
H -1.0282 2.4189 1.0258 0.31
H -2.0603 1.3530 0.2096 0.28
H -1.0864 2.5790 -0.7837 0.41
O -0.9319 -2.4937 0.9610 -0.39
C -0.2095 -2.6404 0.0814 0.71
O 0.5544 -2.7796 -0.7363 -0.34
```

Calculated values
ΔE to the lowest compared entry with this formula, charge and spin in kcal per mole: 44.22
SMILES: C=C=C(C)C.O=C=O
Kohn-Sham gap in Eh: 0.369

=====

No. 7
ORCA calculation (ωB97M-V with the def2-TZVPD basis set) on a molecular structure, C6H8O2 at a distorted geometry.

```
16
Properties=species:S:1:pos:R:3:mulliken_charge:R:1
C -2.4800 0.0990 0.2346 -1.07
C -1.1037 0.0631 -0.1971 0.88
C -0.6030 -1.1378 -0.3975 -0.83
C 0.8455 -0.7480 -0.4563 0.63
C 1.0228 0.5881 -0.2153 0.37
C 2.1597 1.3619 0.0257 -1.53
H -2.4920 1.0882 1.0028 0.26
H -2.9786 -0.9707 0.8729 0.28
H -3.5144 0.4046 -0.5960 0.22
H -1.2733 -1.8859 -0.2831 0.47
H 1.2740 -0.9196 -1.3022 0.21
H 2.4096 -0.9191 1.2073 0.36
H 3.1215 1.0756 -0.1314 0.43
H 2.0199 2.2719 0.3509 0.40
O 1.9229 -1.4777 0.2126 -0.67
O -0.3310 1.1062 -0.3278 -0.41
```

Calculated values
ΔE to the lowest compared entry with this formula, charge and spin in kcal per mole: 172.37
Kohn-Sham gap in Eh: 0.339

=====

No. 8
ORCA calculation (ωB97M-V with the def2-TZVPD basis set) on a molecular structure, C6H8O2 at a distorted geometry.

```
16
Properties=species:S:1:pos:R:3:mulliken_charge:R:1
C 0.0905 1.7202 -0.0851 -0.69
C -0.0244 0.4442 -0.0730 0.19
C -1.2005 -0.0688 0.6246 -0.52
C -2.1236 -0.4115 -0.3973 0.17
C 1.0246 -0.4625 -0.5393 0.37
C 2.1123 -0.8025 0.4237 -0.52
H -0.8360 2.3711 0.3107 0.21
H 0.6972 2.4946 -0.7840 0.23
H -1.6707 0.6802 1.2073 0.38
H -0.9801 -1.1384 1.1054 0.25
H -1.4465 -1.3407 -1.1112 0.08
H 0.7732 -1.1760 -1.4755 0.26
H 2.1193 -0.3080 1.4828 0.22
H 2.5929 -1.7476 0.5104 0.31
O -3.3823 -0.3407 -0.4269 -0.50
O 2.2541 0.0866 -0.7727 -0.44
```

Calculated values
ΔE to the lowest compared entry with this formula, charge and spin in kcal per mole: 121.95
Kohn-Sham gap in Eh: 0.376

=====

No. 9
ORCA calculation (ωB97M-V with the def2-TZVPD basis set) on C6H8O2 in the gas phase at a distorted geometry.

```
16
Properties=species:S:1:pos:R:3:mulliken_charge:R:1
C 1.1207 -1.4555 0.6379 -1.30
C 0.7898 -0.3487 -0.3423 0.56
C -0.5970 -0.6134 -0.9737 0.10
O -0.7696 -1.2755 -1.9159 -0.50
C -1.4976 0.4236 -0.2470 -0.68
C -0.6439 1.5850 -0.0341 -0.40
C 0.6217 0.9641 0.4759 0.09
O 1.2808 1.4071 1.3846 -0.56
H 2.1474 -1.7255 0.3634 0.32
H 0.5694 -2.4022 0.5949 0.35
H 1.2464 -1.1496 1.6888 0.34
H 1.6131 -0.2851 -1.0524 0.49
H -2.0683 -0.0378 0.6777 0.27
H -2.2950 0.6436 -0.9597 0.33
H -0.3452 2.0629 -0.9654 0.28
H -1.1728 2.2072 0.6672 0.32
```

Calculated values
ΔE to the lowest compared entry with this formula, charge and spin in kcal per mole: 26.14
SMILES: CC1C(=O)CCC1=O
Kohn-Sham gap in Eh: 0.374

=====

No. 10
ORCA calculation (ωB97M-V with the def2-TZVPD basis set) on C6H8O2S2 in the gas phase at a distorted geometry.

```
18
Properties=species:S:1:pos:R:3:mulliken_charge:R:1
C -0.5777 -0.5893 -1.2199 -0.62
C -1.3164 -0.0435 -0.2631 0.12
C 0.7591 -0.8935 -0.9763 -0.58
C 1.2533 -0.4511 0.4497 0.48
C -2.7044 0.5449 0.0080 -0.33
C 2.4192 0.3435 0.7497 -0.81
O -3.3314 0.0945 1.2520 -0.48
O 2.4211 1.6355 0.1992 -0.48
S -0.2440 0.3069 1.1689 -0.09
S 1.2275 -2.3105 0.2266 -0.16
H -0.9813 -0.7924 -2.1342 0.50
H 1.3772 -0.8694 -1.9035 0.51
H -3.3529 0.2011 -0.8269 0.26
H -2.6338 1.6294 -0.0111 0.25
H 3.3750 -0.2534 0.5543 0.28
H 2.6330 0.5305 1.7521 0.45
H -2.7016 -0.5038 1.7011 0.35
H 2.3781 1.4207 -0.7264 0.36
```

Calculated values
ΔE to the lowest compared entry with this formula, charge and spin in kcal per mole: 0.00
Kohn-Sham gap (alpha / beta) in Eh: 0.222 / 0.229
2S+1: 3